Entry 1:
Here is a 11-piece molecular cluster, C49H55N11 overall in a non-equilibrium geometry from the Open Molecules 2025 dataset. Energies are from the ωB97M-V functional and the def2-TZVPD basis.

Summary:
- HOMO level: -7.6 eV
- Energy above the lowest of the compared OMol25 structures with the same formula, charge and spin: 0.000 eV
- SMILES string: c1cc[nH]c1.c1cc[nH]c1.c1cc[nH]c1.c1cc[nH]c1.c1cc[nH]c1.c1cc[nH]c1.c1ccncc1.c1ccncc1.c1ccncc1.c1ccncc1.c1ccncc1
- Frontier orbital gap: 0.2975 Eh
- E: -2502.37168 a.u.

Structure (ORCA input):
```
! wB97M-V def2-TZVPD RIJCOSX def2/J DEFGRID3
* xyz 0 1
N 2.712 -0.976 5.652
C 2.294 0.029 4.846
C 2.628 -0.309 3.564
C 3.319 -1.548 3.617
C 3.335 -1.943 4.911
H 2.616 -0.945 6.644
H 1.868 0.949 5.204
H 2.409 0.318 2.721
H 3.672 -2.037 2.724
H 3.729 -2.819 5.394
N -1.090 -2.381 -6.054
C -0.953 -2.575 -4.705
C 0.077 -3.452 -4.520
C 0.618 -3.781 -5.810
C -0.125 -3.105 -6.730
H -1.865 -1.927 -6.479
H -1.591 -2.050 -4.013
H 0.419 -3.922 -3.614
H 1.452 -4.411 -6.057
H -0.106 -3.083 -7.810
N -1.952 1.547 3.948
C -2.876 2.378 3.370
C -2.676 3.621 3.892
C -1.490 3.569 4.679
C -1.056 2.273 4.692
H -1.816 0.570 3.730
H -3.504 1.934 2.615
H -3.257 4.513 3.746
H -1.044 4.403 5.196
H -0.252 1.749 5.184
N -3.880 -0.775 -4.718
C -4.244 -1.752 -3.824
C -3.859 -1.303 -2.592
C -3.190 -0.068 -2.741
C -3.221 0.232 -4.067
H -4.020 -0.784 -5.705
H -4.800 -2.632 -4.083
H -4.010 -1.830 -1.671
H -2.820 0.519 -1.917
H -2.822 1.027 -4.671
N 2.454 -2.358 -3.162
C 3.007 -2.021 -4.356
C 4.360 -2.087 -4.205
C 4.614 -2.394 -2.849
C 3.418 -2.527 -2.214
H 1.475 -2.221 -2.985
H 2.317 -1.791 -5.149
H 5.134 -2.037 -4.949
H 5.602 -2.449 -2.423
H 3.139 -2.624 -1.182
N -6.958 1.345 2.244
C -6.908 1.087 0.902
C -6.071 0.024 0.696
C -5.721 -0.451 1.993
C -6.155 0.465 2.913
H -7.571 2.053 2.588
H -7.489 1.642 0.184
H -5.931 -0.425 -0.268
H -5.032 -1.262 2.184
H -6.107 0.344 3.980
N 5.733 1.000 -0.280
C 6.100 1.698 -1.345
C 5.271 2.006 -2.409
C 3.984 1.495 -2.371
C 3.593 0.710 -1.295
C 4.493 0.570 -0.234
H 7.159 1.934 -1.337
H 5.610 2.400 -3.359
H 3.268 1.719 -3.154
H 2.637 0.197 -1.250
H 4.111 0.038 0.639
N 0.491 -0.816 -0.817
C 0.591 -0.381 0.431
C -0.144 -0.916 1.477
C -1.253 -1.681 1.127
C -1.498 -1.992 -0.192
C -0.530 -1.620 -1.107
H 1.259 0.463 0.614
H 0.003 -0.706 2.527
H -1.845 -2.178 1.893
H -2.315 -2.635 -0.468
H -0.536 -1.894 -2.159
N 1.722 2.717 0.757
C 1.488 2.668 2.026
C 2.071 3.538 2.939
C 2.902 4.494 2.449
C 3.053 4.634 1.093
C 2.502 3.670 0.286
H 0.731 1.983 2.404
H 1.988 3.296 3.989
H 3.427 5.123 3.162
H 3.726 5.370 0.675
H 2.479 3.719 -0.796
N 1.768 2.530 -5.172
C 0.962 3.553 -4.968
C -0.174 3.527 -4.173
C -0.465 2.323 -3.544
C 0.304 1.225 -3.846
C 1.422 1.367 -4.646
H 1.235 4.513 -5.403
H -0.829 4.380 -4.080
H -1.333 2.195 -2.907
H 0.072 0.248 -3.430
H 2.032 0.530 -4.959
N -1.580 -1.558 4.491
C -0.458 -2.000 5.039
C -0.416 -2.921 6.061
C -1.612 -3.386 6.593
C -2.789 -2.875 6.075
C -2.732 -1.964 5.033
H 0.451 -1.730 4.509
H 0.532 -3.203 6.497
H -1.529 -3.947 7.516
H -3.731 -3.242 6.473
H -3.607 -1.713 4.435
*
```

Results of the Löwdin charge analysis, in e, for atoms 1 through 4:
1 N 0.007
2 C -0.158
3 C -0.116
4 C -0.089


Entry 2:
Here is a 7-piece molecular cluster, C5H26N2O6S overall in a non-equilibrium geometry from the Open Molecules 2025 dataset. Energies are from the ωB97M-V functional and the def2-TZVPD basis.

Summary:
- HOMO level: -8.7 eV
- Energy above the lowest of the compared OMol25 structures with the same formula, charge and spin: 3.823 eV
- SMILES string: CCNC[C@H](N)CS.O.O.O.O.O.O
- Frontier orbital gap: 0.3248 Eh
- E: -1165.13314 a.u.

Structure (ORCA input):
```
! wB97M-V def2-TZVPD RIJCOSX def2/J DEFGRID3
* xyz 0 1
N -2.132 1.541 -0.708
C -0.807 1.708 -0.234
C 0.070 2.816 -0.906
S 0.216 2.356 -2.743
C -0.065 0.370 -0.293
N 0.706 0.294 1.034
C 2.121 -0.466 1.032
C 2.998 -0.179 -0.311
H -2.403 1.038 -1.524
H -2.570 2.442 -0.672
H -0.913 2.090 0.815
H -0.431 3.800 -0.731
H 1.017 2.862 -0.343
H 1.567 2.727 -2.884
H -0.737 -0.483 -0.452
H 0.688 0.352 -1.142
H 0.132 0.376 1.885
H 2.464 -0.166 2.048
H 1.852 -1.514 0.777
H 2.916 0.863 -0.618
H 2.844 -0.836 -1.146
H 4.055 -0.191 0.129
H 1.768 2.048 1.485
H 2.500 2.484 2.725
O 2.273 2.799 1.948
H -2.044 -1.592 0.333
H -0.969 -2.558 -0.022
O -1.937 -2.525 -0.048
H -2.767 0.705 1.427
H -3.313 -0.322 2.486
O -2.521 0.137 2.242
H -1.929 -1.767 -3.581
H -2.332 -2.718 -2.565
O -1.527 -2.383 -3.020
H -1.381 -1.233 2.826
H -0.563 -2.487 3.535
O -0.686 -1.472 3.535
H 1.201 -3.755 -1.528
H -0.071 -3.321 -2.412
O 0.709 -3.839 -2.382
*
```

Results of the natural (NBO) charge analysis, in e, for atoms 1 through 4:
1 N -0.880
2 C -0.074
3 C -0.499
4 S -0.111